Molecular formula: C4H12NO2
Method: DFT, the ωB97M-V functional and the def2-TZVPD basis

- LUMO (eV) = 3.91
- HOMO energy (eV) = -2.77
- net charge = -1

Each line ends with the natural charge from an NBO analysis.
Atoms and positions in Å:
H1 -2.012 -0.355 0.787  0.183
H2 0.138 1.627 -0.110  0.242
H3 1.427 0.734 1.780  0.215
O1 1.851 1.630 -1.371  -0.912
C1 -0.119 0.640 0.290  -0.097
H4 0.885 -1.098 -0.101  0.319
C2 1.916 0.347 -1.100  0.161
H5 0.044 -0.402 2.176  0.181
H6 -1.935 -2.227 -1.643  0.458
H7 -1.919 0.356 -0.826  0.206
H8 2.636 0.126 -0.267  0.036
N1 0.547 -0.276 -0.601  -0.721
H9 2.129 -0.320 -1.968  0.074
H10 -0.141 1.320 2.322  0.187
C3 -1.636 0.509 0.210  -0.607
H11 -2.190 1.382 0.566  0.184
O2 -1.315 -2.630 -1.019  -0.983
C4 0.361 0.550 1.741  -0.624
H12 -0.666 -1.913 -0.867  0.500



Molecular formula: C4H12NO2
Method: DFT, the ωB97M-V functional and the def2-TZVPD basis

- LUMO (eV) = 3.79
- HOMO energy (eV) = -3.19
- net charge = -1

Each line ends with the natural charge from an NBO analysis.
Atoms and positions in Å:
H1 3.842 -1.073 -2.326  0.447
H2 -0.682 1.956 2.587  0.196
H3 -2.943 0.638 1.491  0.200
H4 -1.572 -1.411 0.291  0.182
H5 -0.476 1.352 -0.034  0.342
H6 -0.206 -0.847 1.238  0.160
O1 3.017 -0.690 -2.789  -1.025
N1 -0.932 0.492 -0.337  -0.689
H7 -0.147 0.378 3.140  0.207
H8 -0.101 0.491 -2.193  0.083
H9 -1.558 1.198 3.913  0.190
O2 1.382 -0.227 -1.007  -0.933
C1 -1.029 1.022 2.975  -0.613
H10 -2.252 -0.732 2.569  0.173
C2 0.064 -0.160 -1.295  0.140
H11 2.312 -0.410 -2.227  0.506
C3 -1.962 0.181 1.897  -0.396
C4 -1.132 -0.456 0.724  -0.224
H12 -0.518 -1.172 -1.534  0.055



Molecular formula: C4H12NO2
Method: DFT, the ωB97M-V functional and the def2-TZVPD basis

- LUMO (eV) = 4.12
- HOMO energy (eV) = -3.13
- net charge = -1

Each line ends with the natural charge from an NBO analysis.
Atoms and positions in Å:
H1 -0.753 -1.128 1.402  0.272
C1 0.840 -1.195 -0.639  -0.015
H2 -1.078 0.466 0.156  0.199
H3 -0.956 0.110 2.637  0.200
C2 -0.234 -0.270 1.916  -0.662
H4 1.846 0.634 0.163  0.160
H5 1.348 -1.610 0.266  0.084
H6 -1.358 -1.494 -2.161  0.520
N1 -0.334 2.113 1.092  -0.852
H7 -0.888 2.625 0.418  0.346
H8 -1.037 -0.100 -2.564  0.449
C3 -0.167 0.682 0.738  -0.064
O1 -1.431 -0.871 -2.967  -1.024
C4 0.907 0.336 -0.314  -0.447
H9 0.695 -0.630 2.358  0.189
H10 0.901 0.829 -1.301  0.180
H11 1.537 -1.368 -1.508  0.101
H12 0.587 2.549 1.072  0.331
O2 -0.423 -1.678 -0.763  -0.967



Molecular formula: C4H12NO2
Method: DFT, the ωB97M-V functional and the def2-TZVPD basis

- LUMO (eV) = 3.94
- HOMO energy (eV) = -3.03
- net charge = -1

Each line ends with the natural charge from an NBO analysis.
Atoms and positions in Å:
H1 2.696 -0.003 1.508  0.194
H2 2.428 -1.622 0.912  0.079
C1 -1.876 -0.235 0.256  -0.395
O1 2.522 -0.166 -0.540  -0.836
C2 2.049 -0.508 0.911  0.047
C3 -0.690 -1.197 0.461  -0.409
C4 -1.379 1.193 -0.107  -0.666
N1 0.757 -0.389 1.353  -0.581
H3 -0.528 -1.894 -0.270  0.221
O2 0.637 1.112 -2.376  -1.323
H4 -2.596 -0.641 -0.467  0.200
H5 0.986 1.966 -2.571  0.407
H6 1.834 0.393 -1.041  0.525
H7 -0.751 1.529 0.715  0.218
H8 0.180 -0.428 0.201  0.397
H9 -0.869 -1.783 1.311  0.245
H10 -0.727 0.890 -0.985  0.307
H11 -2.459 -0.079 1.135  0.180
H12 -2.213 1.862 -0.407  0.190



Molecular formula: C4H12NO2
Method: DFT, the ωB97M-V functional and the def2-TZVPD basis

- multiplicity = 2
- LUMO (spin up / spin down) (eV) = 0.50 / 0.29
- HOMO energy (spin up / spin down) (eV) = -3.29 / -10.15

Each line ends with the natural charge from an NBO analysis.
Atoms and positions in Å:
O1 2.858 -1.262 0.974  -0.987
H1 1.819 0.010 0.417  0.449
H2 2.541 -2.001 1.536  0.476
H3 1.181 1.515 0.994  0.161
H4 -1.251 -1.467 -1.147  0.256
H5 3.808 -1.380 1.120  0.482
C1 -0.294 0.054 0.119  -0.082
H6 -3.540 1.234 0.255  0.130
N1 1.053 0.698 0.257  -1.018
H7 -1.063 1.861 0.658  0.223
H8 -0.963 1.749 -1.103  0.240
H9 -0.514 -0.328 1.114  0.207
C2 -0.274 -1.106 -0.829  -0.643
O2 -3.077 -0.012 -1.170  -0.523
H10 0.258 -0.911 -1.770  0.220
H11 0.226 -1.935 -0.343  0.209
C3 -1.287 1.218 -0.210  -0.570
C4 -2.732 0.767 -0.310  0.418
H12 1.247 1.298 -0.562  0.352



Molecular formula: C4H12NO2
Method: DFT, the ωB97M-V functional and the def2-TZVPD basis

- multiplicity = 2
- LUMO (spin up / spin down) (eV) = 0.11 / 0.06
- HOMO energy (spin up / spin down) (eV) = -4.28 / -7.82

Each line ends with the natural charge from an NBO analysis.
Atoms and positions in Å:
C1 -0.151 -0.263 1.795  -0.639
H1 -0.689 1.465 0.519  0.177
H2 3.038 -1.383 -0.344  0.479
N1 -0.114 -0.099 -0.669  -0.535
H3 3.008 -0.454 0.846  0.483
H4 -0.717 -0.088 2.687  0.238
C2 0.058 0.844 -1.798  -0.408
H5 -0.184 -1.345 1.644  0.211
H6 -2.937 0.104 1.076  0.117
O1 2.836 -0.466 -0.114  -0.945
H7 0.882 0.063 1.985  0.183
O2 -2.466 -0.632 -0.842  -0.782
C3 -2.234 0.032 0.248  -0.022
C4 -0.808 0.370 0.590  -0.110
H8 1.022 0.660 -2.263  0.207
H9 -0.040 1.855 -1.436  0.215
H10 -0.706 0.650 -2.534  0.240
H11 -0.629 -0.931 -0.974  0.461
H12 0.831 -0.382 -0.418  0.431



Results for maximum force: 0.85, 5.81, 2.67, 7.68, 2.01, 2.18 (in eV/A, following the order of the records).
Results for M: 106.145, 106.145, 106.145, 106.145, 106.145, 106.145 (in g mol⁻¹, following the order of the records).
Results for ΔE to the lowest compared entry with this formula, charge and spin: 15.1, 31.3, 19.0, 144.7, 39.8, 22.3 (in kcal/mol, following the order of the records).